# C4H7N3

C4H7N3 in the gas phase (ωB97M-V with the def2-TZVPD basis set, the Open Molecules 2025 dataset).

```
! wB97M-V def2-TZVPD RIJCOSX def2/J DEFGRID3
* xyz 0 1
C 0.68 0.79 -0.36
N -0.48 -0.55 0.86
C 0.10 -0.45 -0.36
H -0.95 -2.54 1.33
C 1.36 1.50 -1.49
H 0.03 -1.23 -1.10
H 0.68 1.58 -2.34
C -1.42 -1.56 1.29
H 1.63 2.52 -1.18
H -1.78 -1.27 2.28
N 0.45 1.36 0.85
H -2.26 -1.58 0.59
N -0.26 0.55 1.58
H 2.26 0.98 -1.83
*
```

energy = -8730.897 eV
relative energy (zero: lowest compared OMol25 entry of this formula, charge and spin) = 18.1 kcal per mole
SMILES = Cc1cn(C)nn1
frontier orbital gap = 10.20 eV
HOMO energy = -9.328 eV